No. 1
Entry from the Open Molecules 2025 dataset: a cluster of 2 separate species, CF3O3S in total at a distorted geometry (ωB97M-V/def2-TZVPD).

Values from the calculation:
**ΔE to the lowest compared entry with this formula, charge and spin**: 379.4 kJ/mol
**HOMO energy (alpha / beta)**: -5.86 / -3.22 eV
**Calculated total energy**: -26166.0101 eV

Structure (ORCA input):
```
! wB97M-V def2-TZVPD RIJCOSX def2/J DEFGRID3
* xyz -1 1
C 0.98042 -1.11980 -0.53877
O -2.30636 0.94911 1.59388
O -1.40347 2.44248 -0.13981
O 0.03635 0.66552 0.79585
F 1.52035 -2.20592 0.11430
F 2.00101 -0.54504 -1.18333
F 0.28849 -1.69454 -1.56498
S -1.11679 1.50818 0.92286
*
```

Mulliken atomic charge list, values in e, 4 entries: atom 1 (C): 0.4376, atom 2 (O): -0.5072, atom 3 (O): -0.4894, atom 4 (O): -0.3715



No. 2
Entry from the Open Molecules 2025 dataset: a cluster of 2 separate species, C3H7OS in total at a distorted geometry (ωB97M-V/def2-TZVPD).

Values from the calculation:
**ΔE to the lowest compared entry with this formula, charge and spin**: 99.8 kJ/mol
**HOMO energy**: -2.82 eV
**Calculated total energy**: -16107.2434 eV

Structure (ORCA input):
```
! wB97M-V def2-TZVPD RIJCOSX def2/J DEFGRID3
* xyz -1 1
C 0.25774 -2.04845 2.24275
S 0.69680 -2.21082 0.40653
H 1.16390 -1.81911 2.80962
H -0.13989 -2.98565 2.62374
H -0.41818 -1.20404 2.25800
C -0.40368 2.38570 -1.94586
C -0.14780 1.31633 -1.17554
O -0.59670 0.09519 -1.37252
H -0.11200 3.36565 -1.59352
H -0.68071 2.36543 -2.99352
H 0.53352 1.40883 -0.33250
H -0.15299 -0.66905 -0.92718
*
```

Mulliken atomic charge list, values in e, 4 entries: atom 1 (C): -0.6529, atom 2 (S): -0.6922, atom 3 (H): 0.1815, atom 4 (H): 0.2010



No. 3
Entry from the Open Molecules 2025 dataset: a cluster of 2 separate species, C6H10O3 in total at a distorted geometry (ωB97M-V/def2-TZVPD).

Values from the calculation:
**ΔE to the lowest compared entry with this formula, charge and spin**: 777.0 kJ/mol
**HOMO energy (alpha / beta)**: -8.06 / -7.98 eV
**Calculated total energy**: -12518.7196 eV

Structure (ORCA input):
```
! wB97M-V def2-TZVPD RIJCOSX def2/J DEFGRID3
* xyz 0 1
C 2.27948 -0.15706 1.36029
C 1.77513 -0.55757 0.23515
C -1.60425 -1.11358 -0.80795
C -1.33240 0.14297 -0.20381
C 1.64055 -0.21675 -2.02396
C -2.47918 1.52573 1.29956
O -2.22597 0.09563 -1.19054
O 2.07685 -0.76824 -0.96971
O -1.72490 0.28461 1.10404
H 3.36715 0.14408 1.48376
H 1.80759 -0.34072 2.26992
H -0.94218 -1.63873 -1.58816
H -2.07587 -1.84675 -0.14503
H -0.46385 0.71291 -0.40391
H 1.73899 -0.82582 -2.89373
H 1.25495 0.87286 -1.97817
H -2.10802 2.26728 0.64118
H -2.34425 1.87236 2.32051
H -3.55143 1.17367 1.16802
*
```

Mulliken atomic charge list, values in e, 4 entries: atom 1 (C): -0.7844, atom 2 (C): 0.3272, atom 3 (C): -0.5406, atom 4 (C): 0.3068



No. 4
Entry from the Open Molecules 2025 dataset: the ion C5H7N2 with charge +1 at a distorted geometry (ωB97M-V/def2-TZVPD).

Values from the calculation:
**ΔE to the lowest compared entry with this formula, charge and spin**: 819.2 kJ/mol
**HOMO energy**: -14.74 eV
**Calculated total energy**: -8264.2872 eV

Structure (ORCA input):
```
! wB97M-V def2-TZVPD RIJCOSX def2/J DEFGRID3
* xyz 1 1
C -2.05983 -1.50779 1.64407
C -1.07767 -1.38648 0.86410
C 0.47768 -2.05270 -0.94472
C -0.15197 -0.03142 0.51299
C -0.89025 1.14324 -0.32988
N -0.09740 -1.32158 -0.07635
N 0.79961 0.39000 1.33893
H 1.48576 -1.54788 -1.18040
H 0.17578 -2.97859 -1.43455
H -0.07114 1.83939 -0.77690
H -1.62232 1.64845 0.41805
H -1.38870 0.76852 -1.22858
H 1.51600 -0.25134 1.45810
H 0.63737 1.12101 1.97727
*
```

Mulliken atomic charge list, values in e, 4 entries: atom 1 (C): -0.5656, atom 2 (C): 0.3755, atom 3 (C): -0.0168, atom 4 (C): 0.4905



No. 5
Entry from the Open Molecules 2025 dataset: an isolated molecule of C13H14N6O4 at a distorted geometry (ωB97M-V/def2-TZVPD).

Values from the calculation:
**ΔE to the lowest compared entry with this formula, charge and spin**: 893.3 kJ/mol
**HOMO energy**: -7.18 eV
**Calculated total energy**: -30829.8996 eV

Structure (ORCA input):
```
! wB97M-V def2-TZVPD RIJCOSX def2/J DEFGRID3
* xyz 0 1
C -1.07500 -3.00524 -0.29696
N -1.78596 -1.76615 -0.11554
C -3.09959 -1.50889 -0.68086
C -3.44667 -0.14670 -0.12003
N -2.20299 0.28452 0.49773
C -2.17133 1.49972 1.27953
C -1.25010 -0.64928 0.38265
C 0.17198 -0.57894 0.87702
H -0.59170 -3.33149 0.63873
H -1.77067 -3.79411 -0.60858
H -0.29640 -2.87868 -1.06530
H -3.01248 -1.45064 -1.77433
H -3.85306 -2.26858 -0.44295
H -3.71768 0.56155 -0.90771
H -4.28060 -0.20388 0.59049
H -1.16182 1.92775 1.31514
H -2.86354 2.20190 0.80248
H -2.52073 1.35441 2.31654
H 0.26172 0.27083 1.58788
H 0.35341 -1.50535 1.44339
N 3.67525 -2.65300 1.50681
C 3.23549 -1.65522 1.07667
C 2.71804 -0.47506 0.49096
C 1.31403 -0.56946 -0.16031
C 1.16748 0.58934 -1.09441
N 0.12474 0.75721 -1.95725
O -0.72795 0.03791 -2.45411
O 0.20845 2.16002 -2.33694
N 1.33039 2.76518 -1.80710
C 1.89161 1.77052 -1.02933
C 3.02567 1.87655 -0.16256
N 3.60388 3.13232 0.29095
O 3.23920 4.23543 -0.15621
O 4.47422 3.04249 1.19635
C 3.43103 0.70234 0.51017
H 1.29273 -1.50190 -0.77454
H 4.30896 0.77258 1.14153
*
```

Mulliken atomic charge list, values in e, 4 entries: atom 1 (C): -0.8565, atom 2 (N): 0.2182, atom 3 (C): -0.5440, atom 4 (C): -0.6762